Record 1
Density functional theory data (wB97M-V/def2-TZVPD) for a 2-piece molecular cluster, C2H4O2S overall.

**Highest occupied orbital energy (spin up / spin down)**: -0.298 / -0.298 hartree
**Orbital gap (spin up / spin down)**: 0.2280 / 0.2278 Ha

Element x y z (Å)
C (-0.1621, 1.1159, 1.2434)
C (1.1195, -0.0799, -0.4493)
O (-1.8682, -0.4456, -0.2388)
O (0.6846, 1.0891, 0.3178)
S (-3.3456, -0.6798, -0.3460)
H (-0.4236, 0.0027, 1.4297)
H (0.7167, -0.9595, -0.1789)
H (2.3100, -0.0982, -0.3407)
H (0.9687, 0.0552, -1.4372)

Formally, the Mulliken partial charges of the atoms, in units of the elementary charge, are as follows:
1. C -0.17
2. C -0.71
3. O -0.23
4. O -0.16
5. S 0.20
6. H 0.11
7. H 0.42
8. H 0.23
9. H 0.30

---

Record 2
Density functional theory data (wB97M-V/def2-TZVPD) for a 2-piece molecular cluster, C4H12 overall.

**SMILES**: CC.CC
**Highest occupied orbital energy**: -0.403 hartree
**Orbital gap**: 0.4446 Ha

Element x y z (Å)
C (-1.7739, -1.2815, 0.4380)
C (-0.9876, -0.6640, 1.5864)
H (-1.7725, -0.4507, -0.4267)
H (-1.4395, -2.1976, -0.0278)
H (-2.8198, -1.3241, 0.6735)
H (-1.2637, -1.1313, 2.5666)
H (-1.2381, 0.4599, 1.7173)
H (-0.0423, -1.0660, 1.3881)
C (0.7913, 1.3675, -0.7155)
C (2.0651, 0.5449, -1.2195)
H (1.0912, 2.3562, -0.2479)
H (0.1856, 1.4869, -1.5704)
H (0.2371, 0.6686, 0.0319)
H (2.9715, 0.5030, -0.3917)
H (1.8021, -0.3933, -1.6683)
H (2.1935, 1.1215, -2.1339)

Formally, the Mulliken partial charges of the atoms, in units of the elementary charge, are as follows:
1. C -0.69
2. C -1.01
3. H 0.16
4. H 0.29
5. H 0.32
6. H 0.34
7. H 0.26
8. H 0.32
9. C -0.30
10. C -0.89
11. H 0.30
12. H 0.30
13. H -0.25
14. H 0.24
15. H 0.31
16. H 0.32

---

Record 3
Density functional theory data (wB97M-V/def2-TZVPD) for a 12-piece molecular cluster, C39H92O24S6 overall.

**SMILES**: CCOS(C)(=O)=O.CCOS(C)(=O)=O.CCOS(C)(=O)=O.CCOS(C)(=O)=O.CCOS(C)(=O)=O.CCOS(C)(=O)=O.C1CCOC1.C1CCOC1.C1CCOC1.C1CCOC1.C1CCOC1.CO
**Highest occupied orbital energy**: -0.339 hartree
**Orbital gap**: 0.3548 Ha

Element x y z (Å)
C (3.3859, -0.2153, 0.1046)
C (2.0382, 0.1072, -0.3609)
O (1.1512, -1.0784, -0.0632)
S (-0.3912, -0.8613, -0.5228)
C (-0.8862, 0.5358, 0.5104)
O (-0.4235, -0.5401, -1.9100)
O (-1.1326, -1.9956, -0.0546)
H (3.3112, -0.4505, 1.1887)
H (3.9590, 0.7276, 0.0300)
H (3.7881, -1.0361, -0.4549)
H (1.5782, 0.9466, 0.0978)
H (1.9742, 0.1971, -1.4858)
H (-0.2690, 1.4287, 0.1831)
H (-0.5940, 0.2564, 1.5469)
H (-1.9400, 0.8358, 0.4546)
C (-2.0667, 2.2787, -5.1157)
C (-0.8257, 2.0370, -4.3022)
O (0.2790, 2.3605, -5.1704)
S (1.7580, 2.1581, -4.5660)
C (1.8047, 0.3442, -4.5358)
O (2.6135, 2.6389, -5.5630)
O (1.8152, 2.8377, -3.3146)
H (-2.0606, 1.5127, -5.9188)
H (-2.1328, 3.2945, -5.5413)
H (-2.9328, 2.1731, -4.5452)
H (-0.9107, 2.7461, -3.4695)
H (-0.7013, 1.0473, -3.9477)
H (2.8686, 0.1478, -4.4487)
H (1.3562, -0.0221, -5.4085)
H (1.3500, -0.0488, -3.6508)
C (-0.9765, 6.2485, -2.4817)
C (0.3564, 5.6971, -2.2338)
O (0.2559, 4.5867, -1.2001)
S (1.2646, 4.5087, 0.0205)
C (2.7516, 3.9786, -0.6266)
O (1.4706, 5.7920, 0.5214)
O (0.6917, 3.5305, 0.8835)
H (-1.3320, 6.8546, -1.6136)
H (-1.6137, 5.3550, -2.6655)
H (-0.8157, 6.9278, -3.2887)
H (0.6607, 5.1839, -3.1467)
H (1.1178, 6.4383, -1.9701)
H (2.6766, 2.9312, -1.0105)
H (3.4669, 4.0662, 0.1742)
H (3.0892, 4.5827, -1.5028)
C (-5.0089, 2.7139, 5.8381)
C (-3.6374, 2.3375, 5.1875)
O (-2.9903, 3.6108, 4.6184)
S (-1.6946, 3.2311, 3.8586)
C (-1.6058, 4.7207, 2.8448)
O (-0.6012, 3.1431, 4.7465)
O (-1.8727, 2.0528, 3.0350)
H (-5.2631, 1.8047, 6.3945)
H (-5.7177, 3.1038, 5.1169)
H (-4.8432, 3.5227, 6.5810)
H (-2.8896, 1.9444, 5.9108)
H (-3.9184, 1.7061, 4.3171)
H (-1.4515, 5.5298, 3.5099)
H (-2.5593, 4.8753, 2.3622)
H (-0.8031, 4.6251, 2.1323)
C (5.9423, -4.7714, -4.4226)
C (4.9418, -4.5799, -3.3062)
O (3.6568, -4.2549, -3.8829)
S (2.7398, -3.0780, -3.3585)
C (1.6764, -3.8343, -2.1694)
O (3.6125, -2.1943, -2.6029)
O (1.9680, -2.5701, -4.4620)
H (6.9531, -4.9712, -3.9610)
H (6.0438, -3.8813, -5.0817)
H (5.5645, -5.5232, -5.1183)
H (4.9159, -5.4958, -2.7195)
H (5.2213, -3.8054, -2.6405)
H (1.1119, -4.7203, -2.5622)
H (1.0087, -3.0799, -1.8194)
H (2.2607, -4.1798, -1.3752)
C (-5.0859, -1.0820, -1.4859)
C (-3.8203, -0.5094, -2.2624)
O (-3.1424, -1.6278, -2.8992)
S (-3.5053, -2.1576, -4.3563)
C (-1.8763, -2.8019, -4.7629)
O (-4.4049, -3.3018, -4.2889)
O (-3.7585, -1.0072, -5.1664)
H (-4.8003, -1.7022, -0.6468)
H (-5.7254, -1.6104, -2.2070)
H (-5.7807, -0.2876, -1.1624)
H (-4.0626, 0.1889, -3.0679)
H (-3.0789, -0.1610, -1.5458)
H (-1.6365, -3.8619, -4.5022)
H (-1.2020, -2.1118, -4.2752)
H (-1.8428, -2.7214, -5.8153)
C (-1.8184, -4.6444, 1.0054)
C (-2.0504, -4.7243, -0.5420)
C (-3.5161, -4.4023, -0.7137)
O (-3.8260, -3.6285, 0.4878)
C (-3.1864, -4.2166, 1.5327)
H (-1.0134, -3.9802, 1.2461)
H (-1.5690, -5.6690, 1.2440)
H (-1.8012, -5.6810, -0.9725)
H (-1.3599, -3.9899, -1.0338)
H (-4.1606, -5.3093, -0.6386)
H (-3.6960, -3.7934, -1.6224)
H (-3.7206, -5.1685, 1.8780)
H (-3.1027, -3.5018, 2.3439)
C (4.5627, -4.6229, 2.2593)
C (4.8891, -3.2098, 1.7702)
C (4.5996, -3.2968, 0.2238)
O (4.8749, -4.6593, -0.1167)
C (4.3276, -5.4230, 0.9880)
H (3.6902, -4.7062, 2.9380)
H (5.4221, -5.0743, 2.7465)
H (5.9044, -2.9296, 1.9498)
H (4.3263, -2.4070, 2.2639)
H (5.2883, -2.6393, -0.2967)
H (3.5405, -3.0869, -0.0576)
H (4.8799, -6.3943, 1.0922)
H (3.2792, -5.6188, 0.8339)
C (4.3117, 1.8641, 4.4557)
C (3.3396, 3.0318, 4.4121)
C (2.8110, 2.9600, 3.0084)
O (3.7512, 2.2440, 2.1973)
C (4.8596, 1.8185, 3.0717)
H (3.8248, 0.9243, 4.7709)
H (5.0653, 2.1482, 5.1691)
H (3.8791, 4.0435, 4.5227)
H (2.5718, 3.0044, 5.2507)
H (2.6569, 3.9540, 2.5745)
H (1.8617, 2.3919, 3.0420)
H (5.7116, 2.3730, 2.8662)
H (5.1225, 0.8126, 2.7524)
C (1.7370, -2.0683, 3.7114)
C (1.0066, -1.0054, 4.6184)
C (-0.4989, -1.0646, 4.2331)
O (-0.6405, -2.2511, 3.4401)
C (0.5651, -3.0116, 3.4885)
H (2.6757, -2.5695, 4.0433)
H (2.0266, -1.6713, 2.7186)
H (1.4706, -0.0094, 4.5230)
H (1.0320, -1.2942, 5.6871)
H (-0.9428, -0.2996, 3.6172)
H (-1.1535, -1.2058, 5.0934)
H (0.6455, -3.5329, 2.5306)
H (0.4886, -3.7556, 4.2235)
C (-4.5646, 2.3625, -1.1725)
C (-3.1797, 2.9210, -1.5763)
C (-2.8876, 4.0112, -0.6213)
O (-3.8057, 3.8410, 0.4350)
C (-4.9904, 3.3260, -0.0951)
H (-4.5262, 1.3343, -0.7648)
H (-5.3638, 2.3965, -1.9311)
H (-3.1428, 3.2528, -2.6378)
H (-2.4600, 2.1241, -1.5418)
H (-3.1105, 4.9395, -1.1040)
H (-1.8627, 4.0749, -0.2657)
H (-5.6175, 4.1721, -0.3807)
H (-5.4900, 2.8843, 0.7561)
C (-3.6441, -0.5511, 1.9918)
O (-4.1997, 0.8415, 1.8515)
H (-4.4297, -1.2007, 1.5401)
H (-2.6495, -0.7260, 1.4805)
H (-3.4376, -0.7984, 3.0446)
H (-3.4473, 1.4685, 2.0079)

These are the Mulliken partial charges, in e, on atoms 1 to 99:
1. C -0.67
2. C 1.43
3. O 0.43
4. S 0.18
5. C 0.22
6. O -0.25
7. O 0.71
8. H -0.23
9. H 0.40
10. H -0.13
11. H -0.09
12. H -0.58
13. H -0.10
14. H -0.24
15. H -0.73
16. C -1.72
17. C 2.17
18. O -0.59
19. S 1.21
20. C -0.96
21. O -0.76
22. O -0.49
23. H 0.39
24. H 0.31
25. H 0.32
26. H -0.52
27. H -0.41
28. H 0.51
29. H 0.67
30. H -0.22
31. C -0.93
32. C -0.36
33. O -0.07
34. S 1.31
35. C -0.72
36. O -0.80
37. O -0.63
38. H 0.28
39. H -0.03
40. H 0.50
41. H 0.10
42. H 0.53
43. H -0.22
44. H 0.41
45. H 0.47
46. C -1.29
47. C 0.12
48. O -0.29
49. S 1.11
50. C -0.42
51. O -0.72
52. O -0.29
53. H 0.38
54. H 0.34
55. H 0.33
56. H 0.33
57. H 0.08
58. H 0.65
59. H 0.24
60. H -0.37
61. C -1.41
62. C 0.28
63. O -0.30
64. S 1.22
65. C 0.05
66. O -0.68
67. O -0.65
68. H 0.35
69. H 0.31
70. H 0.34
71. H 0.26
72. H 0.06
73. H 0.59
74. H -0.44
75. H -0.17
76. C -0.99
77. C 0.86
78. O -0.21
79. S 1.31
80. C -0.55
81. O -0.66
82. O -0.61
83. H -0.06
84. H 0.45
85. H 0.41
86. H 0.55
87. H -1.15
88. H 0.28
89. H -0.24
90. H 0.59
91. C 0.13
92. C 0.08
93. C -0.19
94. O -0.42
95. C -0.51
96. H -0.86
97. H 0.67
98. H 0.66
99. H -0.48

---

Record 4
Density functional theory data (wB97M-V/def2-TZVPD) for C22H21N4RuS5SbSe as an isolated structure.

**<S²>**: 6.04
**Highest occupied orbital energy (spin up / spin down)**: -0.262 / -0.264 hartree
**2S+1**: 5
**Orbital gap (spin up / spin down)**: 0.2687 / 0.1974 Ha

Element x y z (Å)
Ru (-0.1446, 0.3724, 0.4128)
S (2.5337, 3.5070, 2.4495)
Sb (0.9850, 2.0477, 3.2573)
S (1.4333, -0.1154, 2.1479)
S (-0.9254, 2.1424, 1.6265)
C (-1.6848, -0.6607, 3.7049)
C (-1.7790, -1.6399, 2.5966)
N (-1.5362, -1.4210, 1.3350)
C (-1.7323, -2.5516, 0.5678)
C (-2.1009, -3.6541, 1.2698)
S (-2.2354, -3.2777, 2.9310)
C (-1.5883, -2.4665, -0.8780)
C (-2.0332, -3.3824, -1.7798)
S (-1.7115, -2.8420, -3.3669)
C (-0.9890, -1.3967, -2.7262)
N (-1.0013, -1.3533, -1.4288)
C (-0.4436, -0.3800, -3.6666)
H (-2.1031, 0.2947, 3.3949)
H (-0.6318, -0.5066, 3.9472)
H (-2.1962, -1.0246, 4.5948)
H (-2.2965, -4.6508, 0.9115)
H (-2.5403, -4.3142, -1.5931)
H (-0.6609, -0.6609, -4.6953)
H (0.6369, -0.2980, -3.5511)
H (-0.8709, 0.5999, -3.4561)
C (-1.9464, 3.1425, -3.1300)
C (-0.6365, 3.3223, -2.7065)
C (-0.1367, 2.5683, -1.6511)
C (-0.9378, 1.6184, -1.0261)
C (-2.2608, 1.4683, -1.4284)
C (-2.7594, 2.2212, -2.4857)
H (-2.3386, 3.7275, -3.9526)
H (-0.0048, 4.0567, -3.1910)
H (0.8797, 2.7328, -1.3135)
H (-2.9090, 0.7601, -0.9231)
H (-3.7880, 2.0915, -2.8009)
C (4.3177, 1.9028, -0.7232)
N (4.3163, 0.6418, -0.0117)
C (3.4616, -0.3652, -0.2217)
Se (1.9682, -0.3397, -1.3142)
N (3.8588, -1.4158, 0.5205)
C (4.9136, -1.0414, 1.3338)
C (5.6162, -1.7068, 2.3252)
C (6.5975, -0.9876, 2.9856)
C (6.8672, 0.3453, 2.6641)
C (6.1827, 1.0026, 1.6574)
C (5.2022, 0.2819, 0.9934)
H (3.7014, 1.7968, -1.6118)
H (5.3392, 2.1442, -1.0184)
H (3.9235, 2.6937, -0.0871)
H (3.3400, -2.2745, 0.5631)
H (5.3928, -2.7322, 2.5872)
H (7.1585, -1.4643, 3.7782)
H (7.6258, 0.8778, 3.2216)
H (6.3734, 2.0394, 1.4180)

Formally, the Mulliken partial charges of the atoms, in units of the elementary charge, are as follows:
1. Ru 0.49
2. S -0.59
3. Sb 0.44
4. S -0.57
5. S -0.45
6. C -0.94
7. C 0.59
8. N 0.30
9. C -0.05
10. C -0.59
11. S -0.20
12. C -0.42
13. C -0.47
14. S -0.21
15. C 0.24
16. N 0.59
17. C -0.91
18. H 0.18
19. H 0.13
20. H 0.44
21. H 0.41
22. H 0.41
23. H 0.50
24. H 0.23
25. H 0.07
26. C -0.56
27. C -0.57
28. C -0.20
29. C 0.27
30. C 0.09
31. C -0.60
32. H 0.38
33. H 0.40
34. H 0.39
35. H 0.35
36. H 0.38
37. C -0.98
38. N 0.50
39. C -0.72
40. Se -0.41
41. N 0.29
42. C 0.40
43. C -0.95
44. C -0.47
45. C -0.64
46. C -0.62
47. C 0.84
48. H 0.32
49. H 0.37
50. H 0.22
51. H 0.28
52. H 0.40
53. H 0.39
54. H 0.39
55. H 0.42

---

Record 5
Density functional theory data (wB97M-V/def2-TZVPD) for one molecule with the formula C5H10O2.

**SMILES**: CC[C@@H](O)CC=O
**Highest occupied orbital energy**: -0.363 hartree
**Orbital gap**: 0.4004 Ha

Element x y z (Å)
C (0.8459, -1.9860, 1.2651)
C (0.1671, -1.3029, 0.0737)
C (0.1758, 0.2341, 0.0055)
O (1.1701, 0.6002, -0.9719)
C (-1.1665, 0.8757, -0.3805)
C (-0.8515, 2.2632, -0.8836)
O (-0.9669, 2.5999, -2.0372)
H (1.1747, -2.9866, 0.9625)
H (1.7395, -1.4340, 1.5760)
H (0.2058, -2.1152, 2.1465)
H (0.7917, -1.4565, -0.8052)
H (-0.8188, -1.7434, -0.1248)
H (0.5530, 0.6873, 0.9310)
H (0.7992, 0.5403, -1.8680)
H (-1.8677, 0.9288, 0.4643)
H (-1.6458, 0.3085, -1.1878)
H (-0.4400, 2.9554, -0.1190)

Formally, the Mulliken partial charges of the atoms, in units of the elementary charge, are as follows:
1. C -1.21
2. C -0.43
3. C 0.02
4. O -0.59
5. C -0.67
6. C 0.03
7. O -0.47
8. H 0.34
9. H 0.35
10. H 0.32
11. H 0.22
12. H 0.36
13. H 0.34
14. H 0.36
15. H 0.37
16. H 0.35
17. H 0.31

---

Record 6
Density functional theory data (wB97M-V/def2-TZVPD) for one molecule with the formula C2BrClF4.

**Highest occupied orbital energy (spin up / spin down)**: -0.361 / -0.383 hartree
**Orbital gap (spin up / spin down)**: 0.2646 / 0.3249 Ha

Element x y z (Å)
C (-0.8322, 0.5367, -0.4622)
C (0.0003, -0.0522, 0.6426)
F (-1.6764, 1.4501, 0.0505)
F (-0.0842, 1.1664, -1.3663)
F (-1.5935, -0.3581, -1.0956)
F (-0.6319, -1.0198, 1.3304)
Cl (1.6093, 0.0501, 0.8375)
Br (3.2085, -1.7732, 0.0631)

Formally, the Mulliken partial charges of the atoms, in units of the elementary charge, are as follows:
1. C 0.84
2. C 0.22
3. F -0.22
4. F -0.23
5. F -0.22
6. F -0.16
7. Cl 0.00
8. Br -0.22

---

We obtain maximum force values of 0.1205, 0.0795, 0.0626, 0.0239, 0.0167, 0.0261 hartree/bohr for the records listed above, in that order.